21
Properties=species:S:1:pos:R:3:forces:R:3 method="wB97M-V/def2-TZVPD" s_squared=0.750 homo_ev="1.51 / -4.95" charge=-1 e_lumo_ev="3.9 / 3.9" molar_mass_g_mol=102.18 spin_multiplicity=2 orbital_gap_ev="2.389 / 8.835" relative_energy_kcal_mol=24.5
N 1.040 -0.886 -1.746 0.893 -0.111 0.407
C -1.281 -2.504 -0.153 0.139 1.416 1.795
C -0.396 -1.276 0.284 -1.199 -1.241 -1.300
C 0.015 -0.357 -0.857 0.930 1.386 -0.060
C 0.595 0.982 -0.263 0.396 -0.805 0.853
N -0.052 1.428 0.966 0.173 0.613 0.294
C 0.264 2.825 1.269 -0.962 0.164 -0.976
H 0.808 -1.182 -2.664 -0.684 -0.201 -0.521
H 1.665 -1.564 -1.331 -0.137 0.131 0.166
H -2.288 -2.085 -0.184 -0.167 -0.278 -1.089
H -1.375 -3.095 0.768 0.368 -0.556 -0.438
H -0.916 -3.052 -1.013 -0.226 -0.111 -0.097
H 0.441 -1.684 0.851 0.284 0.647 -0.020
H -1.074 -0.703 0.896 0.210 0.236 0.692
H -0.790 -0.023 -1.519 -0.473 -0.495 0.386
H 0.561 1.844 -0.930 -0.143 -0.295 -0.397
H 1.663 0.766 -0.100 0.004 0.172 0.000
H 0.231 0.920 1.801 0.127 -0.528 -0.396
H -0.334 3.439 0.574 -0.019 0.093 0.278
H 1.285 3.165 1.064 0.276 -0.372 0.386
H -0.064 3.043 2.285 0.210 0.135 0.039